Entry 1:
Computed, not measured: a cluster of 3 separate species, C25H50N3O7S in total, with wB97M-V/def2-TZVPD.

Net charge   +1
LUMO (spin up / spin down)   -4.92 / -4.92 eV
2S+1   3
Gap between HOMO and LUMO (spin up / spin down)   0.169 / 0.212 hartree

Last column: Mulliken charge in e.
Cartesian coordinates (Å):
C  4.45303  -3.92744  -0.52067  -1.02
C  4.73119  -4.51583  -1.88849  0.27
O  6.04634  -4.09054  -2.22638  -0.55
C  4.78141  -6.05621  -1.89887  -0.56
S  3.23963  -6.99112  -1.90465  0.35
C  1.87512  -5.84645  -1.81502  -0.26
C  0.57885  -6.67176  -1.72261  -0.72
C  -0.63670  -5.87423  -2.21007  -0.78
C  -1.34083  -5.15691  -1.06736  0.53
O  -1.19237  -5.44194  0.08342  -0.50
O  -2.22081  -4.20921  -1.50135  -0.52
O  3.08847  -7.62617  -0.44341  -0.35
N  4.32541  -8.61500  -0.03473  0.42
O  4.45090  -8.54179  1.06424  -0.07
H  4.52438  -2.84069  -0.61395  0.21
H  5.21174  -4.26753  0.19037  0.37
H  3.44977  -4.14282  -0.14611  0.23
H  4.02746  -4.13953  -2.64234  0.27
H  6.18967  -4.13959  -3.17995  0.35
H  5.26725  -6.41101  -2.81436  0.50
H  5.39760  -6.38793  -1.05666  0.34
H  1.99833  -5.17649  -0.96182  -0.22
H  1.90902  -5.27874  -2.75351  0.65
H  0.41686  -6.97548  -0.68643  0.44
H  0.67986  -7.58410  -2.32235  0.53
H  -0.38184  -5.13826  -2.97856  0.36
H  -1.36990  -6.55633  -2.65588  0.38
H  -1.94792  -3.32223  -1.22173  0.37
C  2.83139  1.63202  0.81951  -1.55
C  2.06823  0.87335  -0.27567  1.66
C  0.70726  1.51903  -0.56779  -1.56
C  -0.33520  1.27843  0.51893  0.07
C  -0.50315  -0.21597  0.77553  -1.33
C  0.81337  -0.91183  1.13209  2.08
N  1.84531  -0.57108  0.08812  0.66
O  1.76689  -1.32689  -0.94684  -0.65
C  1.25010  -0.51534  2.54996  -2.05
C  0.64142  -2.42823  1.13460  -1.84
C  2.93828  0.93240  -1.52718  -1.98
H  3.89264  1.38145  0.78013  0.37
H  2.73176  2.70408  0.64683  0.36
H  2.49088  1.43408  1.82679  0.33
H  0.32928  1.11980  -1.51483  0.36
H  0.86547  2.58909  -0.71999  0.45
H  -0.06398  1.80376  1.43793  0.24
H  -1.29117  1.70264  0.20908  0.14
H  -1.21309  -0.38961  1.58814  0.45
H  -0.92517  -0.68367  -0.12105  0.17
H  2.29204  -0.78370  2.73079  0.39
H  0.63215  -1.05742  3.26594  0.47
H  1.11714  0.54046  2.76532  0.39
H  0.24386  -2.78832  0.18805  0.22
H  -0.05354  -2.70670  1.92728  0.47
H  1.59483  -2.92714  1.32123  0.41
H  3.86699  0.37880  -1.38438  0.43
H  3.18730  1.97832  -1.71589  0.43
H  2.42921  0.53501  -2.40135  0.39
C  -4.98373  4.53117  -0.64555  -1.56
C  -4.53172  4.28318  0.80063  1.47
C  -5.13792  5.31037  1.76613  -1.22
C  -4.50855  6.69609  1.66165  -0.49
C  -2.99688  6.61114  1.85626  -1.31
C  -2.32126  5.64118  0.88223  1.73
N  -3.03430  4.31417  0.93605  0.75
O  -2.61863  3.57951  1.90193  -0.63
C  -2.29970  6.24004  -0.53137  -1.93
C  -0.86826  5.40514  1.28607  -1.78
C  -5.02228  2.88754  1.17355  -1.92
H  -4.83231  3.63160  -1.24437  0.39
H  -6.04879  4.76564  -0.65367  0.37
H  -4.46924  5.34088  -1.14586  0.30
H  -5.00896  4.94225  2.78866  0.36
H  -6.21312  5.35838  1.58071  0.43
H  -4.75335  7.15646  0.70040  0.28
H  -4.93457  7.34502  2.42855  0.40
H  -2.53421  7.59373  1.73331  0.37
H  -2.78926  6.28660  2.88057  0.39
H  -2.06174  5.47892  -1.27609  0.39
H  -1.52427  7.00540  -0.57115  0.46
H  -3.22913  6.72676  -0.81328  0.40
H  -0.78231  5.06870  2.31545  0.38
H  -0.32200  6.34357  1.18046  0.48
H  -0.40301  4.65824  0.63949  0.29
H  -4.51694  2.12597  0.57856  0.42
H  -6.09268  2.83673  0.96356  0.44
H  -4.86329  2.66411  2.22502  0.37

---

Entry 2:
Computed, not measured: a cluster of 2 separate species, C5H6O3 in total at a distorted geometry, with wB97M-V/def2-TZVPD.

ΔE to the lowest compared entry with this formula, charge and spin   129.05 kcal/mol
LUMO   0.79 eV
Gap between HOMO and LUMO   0.371 hartree

Last column: Mulliken charge in e.
Cartesian coordinates (Å):
C  0.73266  1.72570  -1.23197  -1.02
C  0.85274  0.81786  -0.25315  0.62
C  1.52369  0.41873  0.96988  -0.19
O  1.19380  -0.42610  -0.09702  -0.39
H  0.71911  2.79782  -1.20385  0.26
H  0.45552  1.41211  -2.21182  0.25
H  2.57504  0.72705  1.04827  0.25
H  1.06245  0.20228  1.89060  0.21
O  -0.95478  -1.97088  1.02403  -0.43
C  -1.20581  -0.92458  0.59819  0.59
C  -2.44441  -0.54796  -0.21351  -0.29
O  -1.62957  0.29560  0.76727  -0.31
H  -2.31987  -0.06307  -1.25708  0.21
H  -3.42074  -0.79544  0.28665  0.23

---

Entry 3:
Computed, not measured: a cluster of 8 separate species, C30H59NO24 in total, with wB97M-V/def2-TZVPD.

ΔE to the lowest compared entry with this formula, charge and spin   0.00 kcal/mol
LUMO   0.46 eV
Gap between HOMO and LUMO   0.358 hartree

Last column: Mulliken charge in e.
Cartesian coordinates (Å):
C  1.95365  -4.67186  2.14554  -1.42
C  0.43009  -4.59904  2.14094  0.02
C  -0.11450  -4.65333  0.71924  -0.61
O  -1.42764  -4.13846  0.57746  -0.33
C  -2.42066  -4.93219  1.18707  -0.81
C  -3.69327  -4.11576  1.47912  1.39
C  -3.40028  -2.63186  1.55470  -0.96
N  -4.61145  -1.84254  1.81157  -0.58
C  -4.87889  -4.47888  0.53807  -1.09
C  -5.93310  -5.07344  1.47570  -0.07
C  -5.09920  -5.49810  2.64929  0.30
O  -5.16448  -6.47139  3.32974  -0.61
O  -4.13710  -4.54474  2.81235  -0.46
H  2.29695  -5.61396  1.71138  0.38
H  2.33994  -4.62283  3.16344  0.36
H  2.38611  -3.84407  1.58192  0.31
H  0.03359  -5.42511  2.73497  0.30
H  0.08823  -3.66823  2.60221  0.17
H  0.50535  -4.03596  0.06781  0.38
H  -0.06967  -5.68203  0.33157  0.30
H  -2.66217  -5.77686  0.52685  0.28
H  -2.07349  -5.34337  2.13877  0.39
H  -2.95463  -2.32720  0.60802  0.32
H  -2.64867  -2.48342  2.33662  0.36
H  -5.33492  -2.42632  2.21665  0.22
H  -4.42382  -1.13316  2.50786  0.30
H  -4.55395  -5.21221  -0.19680  0.22
H  -5.24776  -3.60710  0.00324  0.45
H  -6.52797  -5.86551  1.02867  0.44
H  -6.63119  -4.29130  1.78916  0.05
C  2.74587  -0.98016  5.74120  -0.69
O  3.11907  0.13385  4.92018  -0.19
C  3.26726  -0.15694  3.62805  0.73
O  3.11756  -1.24088  3.12750  -0.59
O  3.60976  0.96114  2.98920  -0.21
C  3.79839  0.80498  1.57688  -0.64
H  2.66227  -0.58294  6.74793  0.19
H  1.79165  -1.38962  5.41574  0.30
H  3.50847  -1.75534  5.70028  0.32
H  2.87921  0.46348  1.10508  0.30
H  4.59768  0.09473  1.37490  0.30
H  4.06609  1.78939  1.20521  0.17
C  3.01465  6.55230  8.49159  -0.63
O  3.92624  5.89520  7.60599  -0.33
C  3.38974  4.88519  6.91737  0.72
O  2.24611  4.51523  6.99567  -0.54
O  4.33075  4.36224  6.13779  -0.31
C  3.88759  3.25989  5.33180  -0.53
H  3.59070  7.33743  8.97141  0.21
H  2.18149  6.97867  7.93601  0.29
H  2.63227  5.85456  9.23429  0.30
H  3.09567  3.57718  4.65649  0.30
H  3.52813  2.44606  5.95606  0.26
H  4.75605  2.94021  4.76539  0.26
C  6.38361  4.94022  -0.60507  -0.63
O  5.27353  4.17815  -1.10378  -0.31
C  4.32731  4.90234  -1.69939  0.83
O  4.33390  6.09869  -1.83542  -0.57
O  3.37907  4.07323  -2.13704  -0.32
C  2.30039  4.72738  -2.81458  -0.56
H  7.05293  4.21405  -0.15519  0.21
H  6.88760  5.45682  -1.41941  0.29
H  6.04642  5.66060  0.13752  0.31
H  2.66823  5.26403  -3.68670  0.17
H  1.78913  5.41751  -2.14606  0.33
H  1.62295  3.93962  -3.12890  0.25
C  -6.95361  -5.26745  -4.85788  -0.61
O  -5.67735  -5.84544  -5.15483  -0.34
C  -4.74601  -5.62281  -4.22992  0.82
O  -4.89909  -4.99911  -3.21072  -0.54
O  -3.61359  -6.20392  -4.62149  -0.33
C  -2.52182  -6.04084  -3.70838  -0.63
H  -7.59327  -5.53227  -5.69373  0.21
H  -7.35132  -5.67661  -3.93110  0.29
H  -6.87152  -4.18590  -4.76964  0.29
H  -2.76203  -6.48481  -2.74384  0.27
H  -2.29032  -4.98620  -3.57256  0.30
H  -1.68344  -6.55827  -4.16374  0.27
C  -0.21656  4.47510  -8.68401  -0.63
O  0.70590  4.71073  -7.61349  -0.31
C  0.93443  5.99903  -7.36152  0.72
O  0.44198  6.93031  -7.94236  -0.54
O  1.80359  6.07976  -6.35274  -0.19
C  2.14114  7.41873  -5.97226  -0.70
H  -0.29656  3.39579  -8.76554  0.22
H  -1.18641  4.91208  -8.45457  0.30
H  0.16063  4.89953  -9.61232  0.29
H  1.25436  7.95924  -5.64678  0.33
H  2.60766  7.95166  -6.79826  0.33
H  2.84093  7.32355  -5.14678  0.19
C  -9.71003  -5.19161  2.54491  -0.66
O  -9.40491  -3.80714  2.34640  -0.25
C  -10.15733  -2.96771  3.05971  0.76
O  -11.04210  -3.28213  3.81177  -0.55
O  -9.75885  -1.72425  2.79597  -0.30
C  -10.48537  -0.71070  3.50065  -0.64
H  -9.01972  -5.73266  1.90475  0.14
H  -9.55215  -5.47466  3.58385  0.34
H  -10.73665  -5.41430  2.26112  0.36
H  -10.37347  -0.83923  4.57547  0.30
H  -11.54132  -0.74793  3.24013  0.30
H  -10.04948  0.23141  3.18378  0.21
C  6.91435  4.15681  -4.69911  -0.48
O  8.12188  3.51416  -5.12007  -0.34
C  9.14472  3.69027  -4.28527  0.79
O  9.11201  4.31012  -3.25215  -0.55
O  10.20862  3.06343  -4.78345  -0.34
C  11.38809  3.17131  -3.97863  -0.62
H  6.17078  3.92051  -5.45392  0.24
H  6.59938  3.77224  -3.72972  0.19
H  7.05619  5.23425  -4.63412  0.30
H  11.22005  2.73660  -2.99516  0.30
H  11.68053  4.21369  -3.86799  0.29
H  12.15429  2.61738  -4.51160  0.22

---

Entry 4:
Computed, not measured: the molecule C5H12N2 at a distorted geometry, with wB97M-V/def2-TZVPD.

ΔE to the lowest compared entry with this formula, charge and spin   26.59 kcal/mol
LUMO   1.02 eV
Gap between HOMO and LUMO   0.360 hartree

Last column: Mulliken charge in e.
Cartesian coordinates (Å):
C  -2.22156  0.84438  -0.78179  -1.20
C  -1.25592  0.65090  0.38244  -0.24
C  0.18641  1.02872  -0.09103  -0.60
C  0.75499  -0.14170  -0.99852  -0.69
N  2.07558  -0.53639  -0.47405  -0.56
C  2.22156  -1.32302  0.49755  -0.03
N  1.34604  -1.54450  1.55685  -0.33
H  -3.20249  0.39407  -0.66186  0.36
H  -2.45714  1.91331  -0.97926  0.32
H  -1.79418  0.48751  -1.73449  0.28
H  -1.54071  1.36112  1.17494  0.28
H  -1.28358  -0.37624  0.70865  0.24
H  0.83606  1.19055  0.79852  0.33
H  0.10988  1.92461  -0.70745  0.39
H  0.94880  0.21438  -2.00348  0.33
H  0.07853  -0.99408  -0.95840  0.46
H  3.32429  -1.49079  0.72602  0.30
H  0.39503  -1.28593  1.35872  0.13
H  1.47839  -2.31688  2.18665  0.23

---

Entry 5:
Computed, not measured: a structure of composition C4H9ClN3 at a distorted geometry, with wB97M-V/def2-TZVPD.

ΔE to the lowest compared entry with this formula, charge and spin   22.95 kcal/mol
Net charge   +1
LUMO   -3.33 eV
Gap between HOMO and LUMO   0.389 hartree

Last column: Mulliken charge in e.
Cartesian coordinates (Å):
C  0.93894  0.19618  1.14440  0.52
C  -0.61169  -0.20556  -0.11050  0.37
C  3.15422  1.08948  0.57906  -0.78
C  -2.80802  -0.96050  -0.58895  -1.14
N  1.80328  0.63109  0.40240  -0.30
N  -1.68872  -0.70834  0.33840  -0.08
N  -0.22345  -0.08077  -1.36125  -0.34
Cl  0.33254  0.00242  2.74847  -0.10
H  3.64425  1.36891  -0.36974  0.29
H  3.89145  0.37715  1.09322  0.30
H  3.18055  1.99498  1.13896  0.35
H  -3.71827  -1.46430  -0.03965  0.29
H  -3.15104  -0.08237  -1.03730  0.45
H  -2.55965  -1.52015  -1.38439  0.44
H  -1.87536  -0.83719  1.32554  0.25
H  0.59780  0.34516  -1.74620  0.24
H  -0.90683  -0.14620  -2.13246  0.25